*a*
# CH11N3O3

A cluster of 4 separate species, CH11N3O3 in total (the ωB97M-V functional and the def2-TZVPD basis, OMol25).

The geometry in XYZ format:
```
18
Properties=species:S:1:pos:R:3:nbo_charge:R:1
O 1.036 -0.336 -1.182 -1.008
O 4.252 -0.147 -0.965 -0.941
O -1.968 2.641 -2.459 -0.936
N -0.673 0.479 0.760 -0.997
N -1.376 -0.654 2.693 -0.804
N -0.947 -1.772 0.667 -0.804
C -1.091 -0.622 1.374 0.647
H -1.976 1.899 -1.845 0.468
H 0.758 0.307 -0.485 0.512
H -1.487 0.296 3.036 0.405
H -0.448 -1.572 -0.188 0.447
H 3.960 -0.106 -1.880 0.473
H -1.029 2.773 -2.596 0.468
H -1.421 1.128 0.602 0.359
H -2.035 -1.312 3.094 0.388
H 1.824 -0.839 -0.907 0.472
H -0.896 -2.619 1.187 0.380
H 3.680 0.465 -0.510 0.470
```

## Properties
frontier orbital gap = 9.157 eV
SMILES = N=C(N)N.O.O.O
total charge = 0

*b*
# CH11N3O3

A cluster of 4 separate species, CH11N3O3 in total (the ωB97M-V functional and the def2-TZVPD basis, OMol25).

The geometry in XYZ format:
```
18
Properties=species:S:1:pos:R:3:nbo_charge:R:1
O 1.738 0.347 2.584 -0.981
O -2.421 0.243 -1.738 -0.977
O -2.096 0.011 1.102 -0.988
N 0.578 -0.412 -1.820 -0.835
N 2.218 -0.614 -0.191 -0.831
N 0.548 0.937 0.122 -0.909
C 1.050 -0.014 -0.598 0.620
H -2.062 0.094 2.056 0.479
H 0.770 -1.351 -2.106 0.386
H -0.173 1.458 -0.369 0.353
H -2.581 -0.056 -0.833 0.500
H 1.013 0.641 1.984 0.502
H 2.603 -1.326 -0.784 0.386
H 1.273 -0.056 3.334 0.463
H -3.268 0.129 -2.180 0.476
H -1.281 0.451 0.782 0.493
H 2.343 -0.531 0.814 0.438
H -0.252 0.050 -2.158 0.423
```

## Properties
frontier orbital gap = 9.755 eV
SMILES = N=C(N)N.O.O.O
total charge = 0

Short version: *b* is the most stable of them.

*a*
# C5H13N2O

The ion C5H13N2O with charge +2 (the ωB97M-V functional and the def2-TZVPD basis, OMol25).

The geometry in XYZ format:
```
21
Properties=species:S:1:pos:R:3:mulliken_spin:R:1
O -0.273 1.926 2.478 0.833
N 1.052 1.681 0.170 0.000
N -0.600 -0.260 2.881 0.028
C -0.616 -1.366 -2.489 0.013
C -0.475 -0.228 -0.250 0.009
C -0.206 0.727 2.143 -0.002
C 0.346 -0.808 -1.438 0.030
C 0.447 0.403 0.747 0.083
H 1.392 2.348 0.883 0.003
H -0.598 -1.205 2.493 0.000
H 1.785 1.454 -0.507 -0.001
H -1.176 0.512 -0.625 -0.003
H -0.153 -1.544 -3.457 0.003
H 1.003 -0.061 -1.892 0.000
H -1.008 -0.036 3.799 0.002
H 0.978 -1.601 -1.039 -0.001
H -1.073 -2.268 -2.105 0.000
H 1.333 -0.175 1.043 -0.004
H -1.423 -0.657 -2.647 0.000
H -1.072 -1.035 0.174 0.002
H 0.337 2.192 -0.362 0.004
```

## Properties
frontier orbital gap (spin up / spin down) = 10.954 / 5.597 eV
2S+1 = 2
total charge = +2

*b*
# C5H13N2O

A structure of composition C5H13N2O (the ωB97M-V functional and the def2-TZVPD basis, OMol25).

The geometry in XYZ format:
```
21
Properties=species:S:1:pos:R:3:mulliken_spin:R:1
O 2.613 0.465 -2.244 0.762
N 1.441 0.671 -0.051 0.002
N -0.383 0.762 1.988 0.000
C -1.695 0.477 1.083 0.001
C -0.196 -1.087 -0.583 0.004
C -1.282 -0.886 0.432 0.023
C 1.636 -0.238 -2.281 0.011
C 0.644 0.053 -1.119 0.108
H -0.341 1.810 2.017 0.000
H 2.442 0.354 0.042 0.004
H -1.158 -1.602 1.288 0.001
H 0.448 -1.859 -0.111 -0.001
H -0.497 0.251 2.841 0.000
H 1.455 1.615 -0.287 0.006
H -2.582 0.374 1.810 0.000
H -2.200 -1.253 -0.086 0.004
H -0.565 -1.593 -1.322 0.000
H 1.506 -0.888 -3.237 0.093
H 0.549 0.474 1.123 0.000
H -1.856 1.209 0.275 -0.001
H 0.022 0.891 -1.580 -0.016
```

## Properties
frontier orbital gap (spin up / spin down) = 9.518 / 5.879 eV
2S+1 = 2
total charge = +2

Short version: *a* is the most stable of them.

*a*
# C2H2O2S2

An isolated molecule of C2H2O2S2 (the ωB97M-V functional and the def2-TZVPD basis, OMol25).

The geometry in XYZ format:
```
8
Properties=species:S:1:pos:R:3:nbo_charge:R:1
S -1.767 -0.272 -1.530 0.142
S -1.334 1.533 0.818 0.121
O 0.582 -1.449 -0.555 -0.683
O 1.462 0.319 0.553 -0.546
C 0.551 -0.185 -0.022 0.715
C -0.829 0.260 -0.300 -0.416
H -0.185 1.684 1.555 0.161
H 1.518 -1.888 -0.519 0.505
```

## Properties
frontier orbital gap = 7.842 eV
SMILES = O=C(O)C(=S)S
total charge = 0

*b*
# C2H2O2S2

A cluster of 2 separate species, C2H2O2S2 in total (the ωB97M-V functional and the def2-TZVPD basis, OMol25).

The geometry in XYZ format:
```
8
Properties=species:S:1:pos:R:3:nbo_charge:R:1
S 2.567 0.782 -0.168 0.082
S -2.047 -0.256 -0.193 1.068
O 1.173 -1.479 0.395 -0.652
O -3.415 0.383 -0.249 -0.890
C 1.378 -0.236 0.064 0.251
C -0.831 0.875 0.030 -0.581
H 2.058 -1.968 0.476 0.511
H -0.881 1.898 -0.355 0.210
```

## Properties
frontier orbital gap (spin up / spin down) = 7.581 / 7.691 eV
total charge = 0

*c*
# C2H2O2S2

An isolated molecule of C2H2O2S2 (the ωB97M-V functional and the def2-TZVPD basis, OMol25).

The geometry in XYZ format:
```
8
Properties=species:S:1:pos:R:3:nbo_charge:R:1
S 0.895 2.025 -0.981 0.030
S -0.641 -1.654 0.729 0.011
O -0.977 1.086 0.611 -0.643
O 1.329 -1.016 -0.905 -0.487
C 0.414 -0.601 -0.247 0.334
C 0.073 0.880 -0.187 0.091
H -1.122 2.063 0.615 0.510
H 0.029 -2.783 0.364 0.155
```

## Properties
frontier orbital gap = 8.551 eV
SMILES = O=C(S)C(O)=S
total charge = 0

Short version: *c* is the most stable of them.

*a*
# C5H8O3

An isolated molecule of C5H8O3 (the ωB97M-V functional and the def2-TZVPD basis, OMol25).

The geometry in XYZ format:
```
16
Properties=species:S:1:pos:R:3:nbo_charge:R:1
O -1.415 1.452 -0.163 -0.666
O 1.600 0.244 -1.223 -0.531
O 1.784 -0.192 1.054 -0.530
C 2.554 0.107 -0.164 0.207
C -0.953 0.164 -0.067 0.382
C 0.424 -0.139 -0.509 -0.014
C 0.536 0.361 0.804 -0.038
C -2.172 -0.886 -0.054 -0.645
H 0.432 -1.312 -0.518 0.167
H 0.529 1.482 1.084 0.194
H 3.022 1.147 -0.032 0.162
H -1.692 -1.798 0.354 0.235
H -2.907 -0.350 0.598 0.200
H -2.680 -1.051 -1.008 0.233
H 3.132 -0.698 -0.494 0.174
H -2.193 1.468 0.337 0.471
```

## Properties
frontier orbital gap = 9.363 eV
SMILES = CC1(O)[C@H]2OCO[C@@H]21
total charge = 0

*b*
# C5H8O3

A structure of composition C5H8O3 (the ωB97M-V functional and the def2-TZVPD basis, OMol25).

The geometry in XYZ format:
```
16
Properties=species:S:1:pos:R:3:nbo_charge:R:1
O -2.773 -1.143 0.528 -0.491
O -3.466 1.157 0.552 -0.691
O -2.177 -0.213 -1.626 -0.708
C 2.286 0.321 0.442 -0.650
C -2.500 0.252 0.796 0.261
C 0.056 -0.755 0.017 -0.144
C 0.767 0.319 0.277 -0.233
C -1.904 -0.487 -0.289 0.489
H -3.480 1.518 -0.316 0.475
H 0.135 1.121 0.619 0.205
H -3.033 0.089 -1.775 0.470
H 2.576 0.000 1.527 0.222
H 2.627 1.423 0.324 0.227
H 2.707 -0.439 -0.198 0.225
H -2.035 0.368 1.760 0.171
H 0.273 -1.689 -0.205 0.172
```

## Properties
frontier orbital gap = 9.953 eV
total charge = 0

*c*
# C5H8O3

An isolated molecule of C5H8O3 (the ωB97M-V functional and the def2-TZVPD basis, OMol25).

The geometry in XYZ format:
```
16
Properties=species:S:1:pos:R:3:nbo_charge:R:1
O -2.039 0.903 -0.245 -0.725
O 0.108 -0.715 -1.409 -0.550
O -0.227 -0.838 1.238 -0.550
C -0.211 0.600 1.337 -0.072
C -0.602 1.207 0.014 0.039
C 0.641 -1.701 0.635 0.072
C 0.885 -1.564 -0.657 0.026
C 0.292 0.748 -1.134 -0.091
H 0.797 -2.632 1.189 0.197
H -0.429 2.328 0.045 0.190
H -0.941 0.748 2.143 0.218
H -2.022 -0.010 -0.686 0.483
H 1.716 -2.103 -1.182 0.189
H 1.344 0.861 -0.890 0.191
H 0.762 0.883 1.574 0.175
H -0.074 1.283 -1.971 0.207
```

## Properties
frontier orbital gap = 9.730 eV
SMILES = OC1COC=COC1
total charge = 0

Short version: *c* is the most stable of them.

*a*
# C5H8O3

A cluster of 2 separate species, C5H8O3 in total (the ωB97M-V functional and the def2-TZVPD basis, OMol25).

The geometry in XYZ format:
```
16
Properties=species:S:1:pos:R:3:nbo_charge:R:1
O 1.375 1.636 -1.253 -0.538
O -1.208 -1.546 -0.664 -0.503
O 0.958 -1.541 1.425 -0.645
C 1.106 0.686 -0.556 0.403
C -0.702 -1.629 -1.756 0.259
C -0.601 1.827 0.871 -0.617
C 0.267 0.626 0.608 -0.284
C 0.088 -0.529 1.307 0.299
H -0.011 2.740 0.736 0.235
H -0.688 -0.596 2.058 0.189
H 1.394 -0.367 -0.921 0.055
H -0.179 -2.541 -2.087 0.115
H -1.434 1.858 0.160 0.215
H 1.657 -1.476 0.760 0.483
H -1.006 1.807 1.886 0.212
H -1.015 -0.955 -2.574 0.121
```

## Properties
frontier orbital gap = 9.002 eV
SMILES = C/C(C=O)=C/O.C=O
total charge = 0

*b*
# C5H8O3

An isolated molecule of C5H8O3 (the ωB97M-V functional and the def2-TZVPD basis, OMol25).

The geometry in XYZ format:
```
16
Properties=species:S:1:pos:R:3:nbo_charge:R:1
O 0.082 -1.741 0.511 -0.494
O 0.983 -0.005 1.495 -0.500
O 0.485 -1.831 2.699 -0.579
C 0.274 0.590 0.387 0.073
C -0.154 -0.636 -0.427 0.068
C -1.585 -0.624 -0.892 -0.638
C 0.624 -1.282 1.633 0.968
C 1.140 1.580 -0.351 -0.625
H -2.220 -1.108 -0.106 0.242
H -1.911 0.418 -1.016 0.216
H 0.538 -0.811 -1.265 0.188
H -0.605 1.097 0.814 0.184
H 0.544 2.049 -1.148 0.220
H 2.004 1.079 -0.807 0.219
H 1.491 2.368 0.326 0.233
H -1.691 -1.142 -1.853 0.226
```

## Properties
frontier orbital gap = 11.377 eV
SMILES = C[C@@H]1OC(=O)O[C@H]1C
total charge = 0

*c*
# C5H8O3

An isolated molecule of C5H8O3 (the ωB97M-V functional and the def2-TZVPD basis, OMol25).

The geometry in XYZ format:
```
16
Properties=species:S:1:pos:R:3:nbo_charge:R:1
O -0.612 1.554 0.416 -0.507
O 2.185 -0.805 -0.359 -0.726
O -0.308 -0.854 1.399 -0.717
C 0.870 1.372 0.163 -0.127
C -0.415 -0.664 -0.059 0.143
C -1.981 -0.803 -0.612 -0.389
C -1.164 0.557 -0.467 0.027
C 1.028 -0.148 -0.563 0.084
H -2.789 -0.680 0.144 0.246
H 1.104 2.047 -0.670 0.180
H 1.266 -0.366 -1.722 0.238
H 1.439 1.839 1.059 0.226
H -0.449 -1.916 1.335 0.479
H -0.730 0.526 -1.559 0.153
H -2.279 -1.073 -1.590 0.224
H 2.294 -1.410 0.583 0.467
```

## Properties
frontier orbital gap = 9.510 eV
SMILES = O[C@@H]1CO[C@@H]2C[C@@]12O
total charge = 0

*d*
# C5H8O3

An isolated molecule of C5H8O3 (the ωB97M-V functional and the def2-TZVPD basis, OMol25).

The geometry in XYZ format:
```
16
Properties=species:S:1:pos:R:3:nbo_charge:R:1
O 1.862 -0.881 0.544 -0.505
O 1.446 0.016 -1.308 -0.531
O 1.725 1.180 0.417 -0.505
C -0.567 -0.006 0.511 -0.285
C -1.296 1.188 -0.108 -0.598
C 2.429 0.140 -0.360 0.533
C 0.882 0.071 0.194 0.726
C -1.126 -1.354 0.049 -0.598
H -0.584 -2.179 0.508 0.227
H -1.212 1.157 -1.194 0.221
H -2.350 1.153 0.163 0.216
H -0.872 2.128 0.242 0.227
H -0.616 0.058 1.605 0.238
H 3.494 0.199 -0.553 0.197
H -1.038 -1.445 -1.033 0.221
H -2.178 -1.426 0.322 0.216
```

## Properties
frontier orbital gap = 11.073 eV
total charge = 0

Short version: *b* is the most stable of them.

*a*
# C2H7NS2

A cluster of 2 separate species, C2H7NS2 in total (the ωB97M-V functional and the def2-TZVPD basis, OMol25).

The geometry in XYZ format:
```
12
Properties=species:S:1:pos:R:3:nbo_charge:R:1
S -0.830 1.301 -0.326 0.196
S 1.785 -0.524 0.145 -0.022
N -1.989 0.317 0.106 -0.709
C 2.987 0.792 -0.415 -0.745
C -2.172 -0.876 -0.610 -0.424
H -1.268 -0.949 -1.255 0.232
H 3.067 1.567 0.385 0.217
H -2.684 0.665 0.839 0.405
H 3.917 0.301 -0.487 0.226
H -2.201 -1.643 0.079 0.201
H 2.485 1.104 -1.337 0.232
H -3.097 -0.903 -1.344 0.192
```

## Properties
frontier orbital gap (spin up / spin down) = 6.784 / 7.956 eV
total charge = 0

*b*
# C2H7NS2

A cluster of 2 separate species, C2H7NS2 in total (the ωB97M-V functional and the def2-TZVPD basis, OMol25).

The geometry in XYZ format:
```
12
Properties=species:S:1:pos:R:3:nbo_charge:R:1
S 0.541 1.257 1.065 -0.119
S 1.988 1.071 -0.378 -0.137
N -1.729 -1.083 -0.168 -0.398
C -1.717 -0.745 -1.373 -0.055
C -1.788 -2.516 0.134 -0.451
H -0.784 -2.914 0.024 0.208
H -1.533 0.302 -1.612 0.174
H -2.491 -3.005 -0.550 0.180
H -2.194 -2.663 1.132 0.203
H 3.054 0.969 0.430 0.123
H 0.352 -0.043 1.322 0.135
H -1.910 -1.429 -2.212 0.136
```

## Properties
frontier orbital gap = 9.765 eV
SMILES = C=NC.SS
total charge = 0

Short version: *b* is the most stable of them.